No. 1
73
Properties=species:S:1:pos:R:3:mulliken_spin:R:1 method="wB97M-V/def2-TZVPD" e_above_lowest_ev=0.524 charge=+1 orbital_gap_ev="6.2 / 6.6" multiplicity=4 e_homo_ev="-9.48 / -10.05" lumo_energy_ev="-3.30 / -3.47"
V 0.0131 -0.0482 -0.8157 2.781
N -1.4917 -1.4456 1.9708 0.022
C -1.6858 -0.2361 2.7549 -0.002
C -1.9912 0.9518 1.8583 0.036
N -0.8690 1.4465 1.0227 -0.008
C -0.1238 2.5500 1.6766 0.024
C 0.9199 2.1821 2.7186 -0.001
N 2.1495 1.6685 2.1098 0.003
H -1.0181 -2.1561 2.5160 0.000
H -2.3848 -1.8303 1.6833 0.001
H -2.5017 -0.3134 3.4838 0.001
H -0.7788 -0.0539 3.3290 -0.004
H -2.7991 0.6616 1.1793 -0.009
H -2.3757 1.7712 2.4773 0.002
H -1.3302 1.9118 0.2501 0.008
H 0.3699 3.1259 0.8881 -0.008
H -0.8425 3.2246 2.1567 0.002
H 1.1020 3.0817 3.3164 -0.001
H 0.5299 1.4316 3.4057 -0.002
H 2.5742 2.3992 1.5467 0.002
H 2.8253 1.4390 2.8314 -0.001
C -0.5727 -3.4086 -0.5653 0.016
C -1.7917 -2.7143 -1.0654 0.011
C -2.9262 -3.4408 -1.4223 0.003
C -4.0239 -2.7904 -1.9434 0.008
C -3.9571 -1.4188 -2.1260 0.001
C -2.8024 -0.7558 -1.7505 0.027
N -1.7478 -1.3806 -1.1939 -0.036
C -2.6241 0.6939 -2.0022 0.071
C -3.6522 1.5418 -2.3904 -0.018
C -3.3637 2.8736 -2.6231 0.030
C -2.0650 3.3290 -2.4711 -0.020
C -1.0808 2.4337 -2.0758 0.051
N -1.3722 1.1454 -1.8421 -0.109
C 0.3487 2.8115 -1.9046 0.042
C 0.7818 4.0845 -2.2366 -0.004
C 2.1332 4.3722 -2.1706 0.005
C 3.0024 3.3560 -1.8407 0.003
C 2.5092 2.0909 -1.5244 0.008
C 3.4894 0.9814 -1.2953 0.022
N 1.1888 1.8406 -1.4833 0.000
H 0.1669 -3.4643 -1.3671 0.002
H -0.8011 -4.4187 -0.2297 0.001
H -0.1364 -2.8451 0.2530 0.004
H -2.9231 -4.5145 -1.2968 0.001
H -4.9103 -3.3401 -2.2295 0.000
H -4.7811 -0.8892 -2.5790 0.000
H -4.6616 1.1764 -2.4994 -0.001
H -4.1468 3.5569 -2.9220 0.002
H -1.8368 4.3662 -2.6576 0.000
H 0.0876 4.8406 -2.5671 0.001
H 2.4995 5.3584 -2.4216 0.000
H 4.0717 3.5145 -1.8520 0.000
H 4.4680 1.2723 -1.6709 0.001
H 3.1766 0.0871 -1.8331 -0.009
H 3.5973 0.7548 -0.2352 0.001
S 2.8765 -2.5308 -3.7046 0.049
C 1.7574 -1.6886 -2.9108 0.101
N 0.9669 -1.0805 -2.2865 -0.075
N 1.6838 -0.8999 0.5611 -0.035
C 1.8684 -1.9950 1.4595 0.018
C 2.2775 -3.2321 0.9744 -0.002
C 2.4376 -4.2996 1.8440 0.002
C 2.2003 -4.1447 3.2032 -0.002
C 1.8179 -2.9030 3.6898 0.002
C 1.6578 -1.8308 2.8232 -0.004
H 1.9167 -0.0216 1.0392 -0.041
H 2.3172 -1.0240 -0.2204 0.025
H 2.4692 -3.3554 -0.0866 0.001
H 2.7575 -5.2575 1.4553 0.000
H 2.3286 -4.9794 3.8784 0.000
H 1.6538 -2.7630 4.7506 0.000
H 1.3774 -0.8564 3.2056 0.000



No. 2
68
Properties=species:S:1:pos:R:3:lowdin_charge:R:1 method="wB97M-V/def2-TZVPD" e_above_lowest_ev=1.204 charge=+1 orbital_gap_ev="5.6 / 6.2" e_homo_ev="-9.11 / -8.88" lumo_energy_ev="-3.46 / -2.65"
C -1.5821 -3.1912 -0.6758 -0.180
C -0.3651 -3.4436 0.0265 -0.182
C -0.5804 -3.1743 1.4135 -0.176
H 0.5592 -3.8391 -0.3820 0.111
C -1.9487 -2.7786 1.5796 -0.181
C -2.5705 -2.8014 0.2834 -0.171
H -3.6324 -2.6374 0.0921 0.123
H -1.7303 -3.3637 -1.7371 0.118
H 0.1373 -3.3226 2.2216 0.114
H -2.4563 -2.6374 2.5380 0.105
Sc -0.8685 -1.1906 0.2525 0.604
C 4.6756 0.3582 0.0500 -0.016
H 4.8219 -0.2383 0.9701 0.059
H 5.0946 1.3670 0.1933 0.058
H 5.1591 -0.1203 -0.8080 0.058
Si 2.2011 -0.4197 -0.6156 0.722
C 2.1124 -0.5881 -2.4863 -0.325
C 1.5687 -1.6228 -3.2817 -0.098
H 0.9991 -2.4255 -2.7963 0.099
C 1.8216 -1.6389 -4.6643 -0.066
H 1.5017 -2.4851 -5.2820 0.112
C 2.5514 -0.5903 -5.2407 -0.072
H 2.8001 -0.6222 -6.3007 0.109
C 2.9890 0.5001 -4.4778 -0.067
H 3.5672 1.3096 -4.9263 0.112
C 2.7236 0.5173 -3.1066 -0.121
H 3.0378 1.3508 -2.4694 0.098
C 2.8352 -1.9764 0.1734 -0.369
C 3.5550 -2.8808 -0.6304 -0.090
H 3.5311 -2.7703 -1.7238 0.106
C 4.2961 -3.8971 -0.0168 -0.058
H 4.8892 -4.5714 -0.6431 0.115
C 4.2412 -4.0339 1.3766 -0.068
H 4.8136 -4.8354 1.8390 0.109
C 3.4389 -3.2015 2.1641 -0.071
H 3.3828 -3.3592 3.2411 0.112
C 2.7090 -2.1798 1.5589 -0.136
H 2.0349 -1.5269 2.1189 0.100
H 1.6223 0.8326 0.1288 0.012
H 3.5265 0.4358 -0.1843 -0.092
C -2.5462 0.2551 -0.8302 -0.243
As -2.1514 0.9648 1.1577 1.181
C -3.1124 0.3610 2.7744 -0.269
C -3.3576 2.4981 0.8139 -0.429
C -4.7201 2.1938 0.6875 -0.126
C -5.6241 3.2131 0.3614 -0.068
C -5.1764 4.5137 0.1147 -0.067
C -3.8168 4.8131 0.2263 -0.119
C -2.9077 3.8118 0.5997 -0.435
As -1.0738 4.4267 1.1121 1.154
C -1.4154 4.2418 3.0391 -0.323
C 0.2347 2.9408 0.9248 -0.451
H -1.8944 -0.4773 -1.3694 0.003
H -2.4563 1.1964 -1.3883 0.051
H -3.5784 -0.0992 -0.8893 0.038
H -2.7817 1.0010 3.6050 0.041
H -4.1895 0.4660 2.6152 0.022
H -2.8412 -0.6819 2.9593 -0.012
H -5.0892 1.1681 0.8176 0.102
H -6.6855 2.9825 0.2578 0.111
H -5.8835 5.2931 -0.1762 0.113
H -3.4440 5.8133 0.0189 0.094
H -2.3019 3.6221 3.2192 0.014
H -0.5186 3.8189 3.5009 0.022
H -1.5906 5.2641 3.3986 0.018
H 0.0211 2.1221 1.6347 -0.061
H 0.2230 2.5881 -0.1135 -0.002
H 1.2148 3.3818 1.1556 0.023



No. 3
84
Properties=species:S:1:pos:R:3:lowdin_charge:R:1 method="wB97M-V/def2-TZVPD" e_above_lowest_ev=0.000 charge=-1 orbital_gap_ev=6.7 e_homo_ev=-4.41 lumo_energy_ev=2.25
Tl 0.5101 -0.2347 -0.9655 0.730
C -0.8304 3.5663 1.8002 -0.072
C 0.0656 2.7174 1.1334 -0.170
N -0.4568 2.2524 0.0078 0.018
N -1.6824 2.7949 -0.0866 -0.045
C -1.9316 3.5864 0.9716 -0.099
B -2.5865 2.6405 -1.3218 -0.556
N -1.7126 2.8882 -2.5858 -0.053
C -1.3635 4.1229 -2.9942 -0.105
C -0.3055 4.0154 -3.8686 -0.074
C -0.0649 2.6374 -3.9265 -0.170
N -0.9102 1.9677 -3.1494 0.035
N -3.3123 1.2829 -1.3495 -0.048
C -4.5628 1.0773 -1.8131 -0.109
C -4.9397 -0.2052 -1.4812 -0.100
C -3.8265 -0.7090 -0.7833 -0.208
N -2.8543 0.1888 -0.7122 0.055
H -0.6894 4.0831 2.7340 0.081
H 1.0659 2.4384 1.4177 0.089
H -2.8649 4.1193 1.0482 0.110
H -3.4216 3.5143 -1.2956 0.111
H -1.8935 4.9884 -2.6319 0.113
H 0.2149 4.8048 -4.3827 0.082
H 0.7027 2.1094 -4.4733 0.078
H -5.0939 1.8569 -2.3343 0.112
H -5.8745 -0.6953 -1.6938 0.083
H -3.7012 -1.6693 -0.3045 0.098
C -0.9540 -0.1656 4.4808 -0.054
C 0.3796 -0.0882 5.2264 -0.554
C 0.3344 1.1190 6.1735 -0.052
C 0.5620 -1.3794 6.0357 -0.042
C 1.5586 0.0719 4.2677 -0.161
C 2.8624 0.2081 4.7828 -0.040
C 3.9651 0.3770 3.9696 -0.081
C 3.7683 0.4116 2.5922 -0.467
S 4.9040 0.6105 1.2961 1.093
C 3.5843 0.4824 0.1361 -0.507
N 2.4264 0.3212 0.6836 0.001
C 2.4871 0.2642 2.0629 -0.304
C 1.3848 0.0910 2.8983 0.034
C 3.7958 0.5476 -1.3194 -0.286
C 5.1064 0.5918 -1.8056 -0.089
C 5.3410 0.6258 -3.1673 -0.113
C 4.2532 0.6171 -4.0327 -0.112
C 2.9621 0.5644 -3.5229 -0.164
C 2.6604 0.5304 -2.1563 -0.196
H -1.7639 -0.2789 5.2046 0.085
H -0.9844 -1.0177 3.8007 0.071
H -1.1421 0.7422 3.9028 0.086
H -0.5200 1.0361 6.8494 0.081
H 0.2330 2.0447 5.6032 0.087
H 1.2396 1.1943 6.7783 0.072
H -0.2881 -1.5278 6.7061 0.081
H 1.4706 -1.3503 6.6400 0.074
H 0.6264 -2.2387 5.3658 0.092
H 3.0176 0.1776 5.8542 0.103
H 4.9560 0.4723 4.3946 0.103
H 0.4156 -0.0440 2.4396 0.101
H 5.9498 0.5828 -1.1220 0.073
H 6.3540 0.6530 -3.5486 0.091
H 4.4192 0.6411 -5.1045 0.090
H 2.1508 0.5473 -4.2507 0.061
O 1.3176 -3.1634 0.3346 -0.402
Cl 0.5990 -3.7483 1.4416 0.690
O -0.3312 -4.7819 0.8528 -0.356
O 1.4819 -4.4408 2.3158 -0.309
O -0.1846 -2.7768 2.1330 -0.327
N -1.8399 -0.8548 -4.2467 0.136
C -2.8108 -1.9466 -3.9457 -0.176
P -1.8062 -3.5000 -3.7423 0.379
O -2.4147 -4.6496 -4.4510 -0.353
O -0.4010 -3.0054 -4.0259 -0.376
C -1.7924 -3.7847 -1.9224 -0.210
N -0.4870 -4.4132 -1.5781 0.094
H -0.8937 -1.3133 -4.1476 0.101
H -1.9306 -0.0537 -3.6258 0.095
H -1.9174 -0.5225 -5.2031 0.155
H -3.5126 -2.0683 -4.7664 0.097
H -3.3642 -1.6940 -3.0433 0.063
H -2.6041 -4.4243 -1.5837 0.105
H -1.8230 -2.8296 -1.3950 0.066
H -0.3307 -4.4463 -0.4804 0.018
H 0.2491 -3.8266 -1.9896 0.119
H -0.3997 -5.3303 -2.0048 0.152



No. 4
77
Properties=species:S:1:pos:R:3:mulliken_spin:R:1 method="wB97M-V/def2-TZVPD" e_above_lowest_ev=0.477 orbital_gap_ev="7.9 / 7.8" multiplicity=2 e_homo_ev="-7.46 / -7.42" lumo_energy_ev="0.41 / 0.41"
Co -0.1094 -0.1745 -0.2711 1.049
C -3.3518 0.5519 -2.1582 -0.002
C -3.0069 1.3250 -0.9241 0.006
C -3.8514 2.1714 -0.1837 0.003
C -3.0784 2.6251 0.8671 0.001
C -3.4363 3.5442 1.9914 -0.001
N -1.8600 2.0671 0.7326 -0.015
N -1.8078 1.2749 -0.3646 0.058
B -0.5883 2.2612 1.5760 -0.037
N -0.2912 0.9837 2.3931 -0.006
N -0.0226 -0.1663 1.7296 0.015
C 0.3118 -1.0770 2.6382 -0.002
C 0.7252 -2.4654 2.2691 0.013
C 0.2254 -0.5099 3.9203 0.001
C -0.1573 0.8013 3.7170 -0.002
C -0.3846 1.8924 4.7111 0.000
N 0.6323 2.5048 0.6558 0.006
N 1.0728 1.5401 -0.1985 -0.008
C 2.2059 1.9900 -0.7290 -0.007
C 3.0379 1.2061 -1.6953 0.000
C 2.5022 3.2648 -0.2178 0.001
C 1.4805 3.5495 0.6604 0.001
C 1.2711 4.7624 1.5068 0.000
H -4.2229 0.9960 -2.6406 0.000
H -2.5290 0.5571 -2.8744 0.001
H -3.5885 -0.4887 -1.9221 0.000
H -4.8819 2.4149 -0.3888 0.000
H -4.4795 3.8412 1.8974 0.000
H -3.3072 3.0612 2.9613 0.000
H -2.8212 4.4453 1.9917 0.000
H -0.7328 3.1931 2.3205 0.001
H 1.0384 -2.4973 1.2279 -0.003
H 1.5470 -2.7949 2.9080 0.000
H -0.0996 -3.1684 2.3885 0.000
H 0.4395 -0.9872 4.8632 0.001
H -0.2015 1.5103 5.7140 0.000
H 0.2813 2.7387 4.5390 0.000
H -1.4075 2.2690 4.6697 0.000
H 2.6094 0.2270 -1.8808 0.000
H 3.1409 1.7377 -2.6451 0.000
H 4.0395 1.0594 -1.2866 0.000
H 3.3503 3.8873 -0.4559 0.000
H 2.0501 5.4918 1.2890 0.000
H 0.3023 5.2235 1.3128 0.000
H 1.3133 4.5241 2.5705 0.000
C 0.1518 0.3220 -4.5255 0.001
C -0.4836 -0.8233 -4.9767 -0.002
C -0.9544 -1.7428 -4.0590 0.006
C -0.7627 -1.5151 -2.6962 0.033
N -0.0871 -0.4361 -2.2748 -0.019
C 0.3223 0.4724 -3.1608 0.010
C -1.3824 -2.3004 -1.6111 -0.004
C -2.1361 -3.4508 -1.8432 -0.004
C -2.8691 -4.0072 -0.8077 0.000
C -2.8619 -3.3806 0.4378 -0.002
C -2.0756 -2.2581 0.6597 0.027
C -1.2746 -1.7048 -0.3479 -0.122
H 0.4959 1.0913 -5.2028 0.000
H -0.6376 -0.9847 -6.0371 0.000
H -1.5127 -2.6100 -4.3832 0.000
H 0.7849 1.3571 -2.7506 -0.001
H -2.1647 -3.9166 -2.8233 -0.001
H -3.4641 -4.8963 -0.9753 0.000
H -3.4785 -3.7756 1.2383 0.000
H -2.0860 -1.8011 1.6427 -0.001
C 5.4207 -2.8466 0.0943 0.000
O 4.4665 -1.8183 0.3268 0.000
C 3.1746 -1.9483 -0.0684 0.010
O 2.4117 -1.0436 0.1273 0.001
N 2.8565 -3.1400 -0.6577 -0.005
N 1.5622 -3.3303 -1.1250 0.002
H 6.3634 -2.4689 0.4769 0.000
H 5.5328 -3.0559 -0.9722 0.000
H 5.1645 -3.7593 0.6380 0.000
H 3.5477 -3.8607 -0.7718 0.000
H 1.0791 -4.0671 -0.6315 0.000
H 1.5369 -3.4643 -2.1256 0.000



No. 5
77
Properties=species:S:1:pos:R:3:lowdin_charge:R:1 method="wB97M-V/def2-TZVPD" e_above_lowest_ev=0.145 charge=+2 orbital_gap_ev=5.9 e_homo_ev=-13.97 lumo_energy_ev=-8.06
Ce 0.2490 -0.6825 0.4459 1.430
C -0.0932 -3.9508 2.2101 -0.142
C 0.8333 -3.1501 3.1245 -0.160
N 1.4737 -2.0043 2.4308 -0.110
C 2.3283 -1.2404 3.3562 -0.168
C 2.9898 -0.0984 2.6088 -0.135
N 2.0005 0.6719 1.8240 -0.106
C 1.4985 1.9068 2.4805 -0.163
C 0.5436 1.7057 3.6556 -0.131
C -0.5845 0.6923 3.4764 -0.178
N -1.1824 0.7067 2.1204 -0.114
C -2.5730 0.2064 2.1230 -0.165
C -2.6184 -1.2595 2.5121 -0.165
N -1.6891 -2.0716 1.6987 -0.093
C -1.5305 -3.4521 2.2455 -0.160
H -0.0906 -4.9974 2.5138 0.134
H 0.2838 -3.9221 1.1891 0.101
H 1.6100 -3.8059 3.5236 0.138
H 0.2767 -2.7570 3.9795 0.127
H 2.1095 -2.4375 1.7510 0.084
H 3.1074 -1.8771 3.7824 0.145
H 1.7173 -0.8733 4.1814 0.116
H 3.7200 -0.5205 1.9144 0.139
H 3.5249 0.5485 3.3059 0.141
H 2.4877 1.0174 1.0017 0.106
H 1.0047 2.4860 1.7028 0.113
H 2.3429 2.4994 2.8393 0.139
H 0.1109 2.6887 3.8534 0.133
H 1.0924 1.4310 4.5584 0.124
H -1.3509 0.9132 4.2236 0.140
H -0.2188 -0.3197 3.6665 0.095
H -1.2021 1.6734 1.7970 0.135
H -2.9868 0.3422 1.1242 0.111
H -3.1958 0.7657 2.8252 0.142
H -3.6470 -1.6159 2.4254 0.146
H -2.3235 -1.3685 3.5553 0.123
H -2.1053 -2.1655 0.7749 0.088
H -2.1733 -4.1479 1.7045 0.136
H -1.8737 -3.4423 3.2798 0.126
O 1.4645 3.2393 -1.3813 0.142
C 1.2809 2.0828 -1.1071 -0.553
O 0.3403 1.5883 -0.3465 -0.168
C 2.2303 1.0107 -1.6385 -0.139
C 3.2972 1.1898 -2.4942 0.059
C 4.0533 0.0729 -2.8410 0.030
C 3.7419 -1.1880 -2.3344 0.061
C 2.6492 -1.2814 -1.5038 -0.135
N 1.9325 -0.2005 -1.1664 0.027
C 2.1200 -2.4359 -0.6789 -0.554
O 2.8738 -3.0309 0.0618 0.135
O 0.8155 -2.5143 -0.6662 -0.136
H 3.5161 2.1736 -2.8849 0.141
H 4.8980 0.1855 -3.5081 0.134
H 4.3272 -2.0619 -2.5838 0.142
C -3.0019 -1.6218 -2.8849 -0.002
C -2.1155 -1.6988 -1.8354 -0.105
N -1.7776 -0.6298 -1.0889 -0.045
C -2.2951 0.5576 -1.4351 -0.078
C -3.1485 0.7454 -2.5143 -0.181
C -3.5412 -0.3870 -3.2209 0.040
C -3.6421 2.0959 -2.8729 -0.028
C -2.9435 3.0790 -3.4389 -0.005
C -1.5605 3.0219 -3.9529 -0.258
C -0.9079 4.1846 -4.3369 0.014
C 0.3526 4.0510 -4.8954 -0.098
N 0.9301 2.8665 -5.0675 0.095
C 0.2328 1.8155 -4.6511 -0.209
N -0.9722 1.8260 -4.1023 0.144
H -3.2584 -2.5128 -3.4405 0.126
H -1.6451 -2.6410 -1.5756 0.120
H -1.9838 1.4161 -0.8528 0.123
H -4.2283 -0.2921 -4.0522 0.140
H -4.6923 2.2667 -2.6571 0.125
H -3.4514 4.0195 -3.6190 0.121
H -1.3660 5.1565 -4.2130 0.121
H 0.9173 4.9166 -5.2218 0.121
H 0.6919 0.8394 -4.7825 0.110



No. 6
82
Properties=species:S:1:pos:R:3:lowdin_charge:R:1 method="wB97M-V/def2-TZVPD" e_above_lowest_ev=1.474 charge=-1 orbital_gap_ev=6.1 e_homo_ev=-4.89 lumo_energy_ev=1.24
Li 1.1184 -1.5838 -5.5438 0.673
Cl 1.3459 3.1751 -6.1752 0.653
C 2.0480 2.2205 -4.9097 -0.609
C 2.4202 2.9912 -3.8325 -0.206
C 2.9866 2.3748 -2.7560 -0.579
Cl 3.4645 3.4126 -1.3658 0.583
C 3.1344 0.9465 -2.7212 -0.180
C 3.4608 0.2110 -1.5660 -0.029
C 3.1799 -1.1323 -1.5073 -0.050
C 2.6818 -1.8107 -2.6271 -0.108
N 2.4769 -1.1144 -3.7256 0.097
C 2.6211 0.2282 -3.7824 -0.170
C 2.0820 0.8210 -4.9935 -0.428
O 1.5971 0.0584 -5.8827 -0.160
H 2.0861 3.9989 -3.8593 0.083
H 3.8755 0.6200 -0.6801 0.091
H 3.3426 -1.5897 -0.5268 0.105
H 2.4098 -2.8518 -2.6827 0.103
N -2.1442 -2.3630 -2.9395 0.028
C -0.7597 -2.9915 -2.6626 -0.257
C -1.0479 -4.2691 -1.8604 -0.157
C -2.0727 -4.0529 -0.7490 -0.201
C -1.6064 -3.2663 0.4687 -0.144
N -0.4694 -2.3011 0.3740 0.118
C -0.5303 -1.0066 0.1242 -0.435
N 0.4689 -0.2042 0.5817 0.210
N -1.5696 -0.4838 -0.5497 0.219
C -0.0873 -3.3628 -4.0318 -0.679
O -0.3459 -2.6851 -5.0824 -0.145
O 0.7229 -4.2992 -3.9422 -0.019
H -2.7568 -3.0967 -3.3504 0.097
H -1.9055 -1.7843 -3.6911 0.028
H -0.1288 -2.2396 -2.1358 0.121
H -0.1250 -4.6853 -1.5419 0.103
H -1.4290 -5.0072 -2.5807 0.122
H -2.4973 -5.0027 -0.2964 0.128
H -2.9244 -3.5652 -1.1386 0.063
H -1.2980 -4.0685 1.1354 0.107
H -2.4966 -2.8462 0.9767 0.126
H 0.3278 -2.5091 0.9819 0.087
H 1.2647 -0.6908 1.1006 0.089
H 0.6385 0.5619 -0.0103 0.046
H -2.1062 -1.0615 -1.1245 0.045
H -1.4628 0.4641 -0.9252 0.099
C -3.8218 3.6771 0.5608 -0.063
C -2.4880 4.4250 0.5418 -0.267
N -1.2843 3.7109 0.3299 -0.096
C -0.9878 2.7760 1.4003 -0.203
C 0.4325 3.0076 1.9965 -0.053
C -0.9282 3.3990 -0.9358 -0.437
C -1.6215 4.1858 -2.0457 -0.005
N -0.0428 2.5095 -1.1561 0.146
H -4.6517 4.3995 0.6590 0.084
H -3.7999 2.9815 1.3897 0.060
H -3.9223 3.0931 -0.3695 0.075
H -2.3374 4.8738 1.4833 0.106
H -2.6210 5.2282 -0.1674 0.100
H -0.9597 1.7918 0.9932 0.061
H -1.7522 2.8754 2.1681 0.113
H 1.1415 2.9672 1.2272 0.027
H 0.6137 2.2022 2.7735 0.087
H 0.4377 3.9855 2.4640 0.064
H -2.6774 3.9495 -2.1672 0.078
H -1.1361 3.9420 -2.9850 0.076
H -1.5578 5.2585 -1.9763 0.076
H 0.2461 2.4928 -2.1434 0.056
O 2.1992 -1.5906 2.2121 -0.066
C 1.4515 -2.3500 2.8775 -0.651
O 0.9100 -3.3432 2.4004 -0.008
C 1.1064 -1.8031 4.2614 -0.094
C 0.2205 -2.5727 5.0802 0.023
C -0.0456 -2.0333 6.3278 -0.020
C 0.5469 -0.8991 6.7703 -0.185
C 1.2152 -0.0666 5.8797 0.016
C 1.5603 -0.5558 4.6461 -0.007
N 0.4729 -0.5365 8.1472 -0.352
O -0.3944 -0.9483 8.9329 0.051
O 1.3166 0.2350 8.5239 0.076
H -0.1145 -3.5206 4.6155 0.127
H -0.6003 -2.6787 7.0209 0.126
H 1.5960 0.8513 6.2209 0.105
H 2.2868 -0.0786 4.0496 0.109